123
Properties=species:S:1:pos:R:3:lowdin_charge:R:1 method="wB97M-V/def2-TZVPD" largest_force_ev_per_a=3.5 energy_ev=-95369.1250 de_lowest_kcal_mol=0.00 total_charge=+1 gap_ha=0.2322
C 3.83941 -4.03150 -1.66157 -0.0011
C 2.71525 -3.08010 -1.97714 -0.3450
C 1.43121 -3.66949 -2.48756 0.0112
N 2.94218 -1.83366 -1.79038 0.1602
N 1.79041 -1.06531 -1.62446 -0.0338
C 1.09976 -0.45057 -2.51349 -0.1510
C 1.56869 -0.49650 -3.92608 -0.0819
C 2.28717 0.79136 -4.41001 -0.1540
C 3.15071 1.50412 -3.35178 -0.1962
C 4.60506 0.98313 -3.27331 -0.1842
C 5.45665 2.09522 -2.58784 -0.2775
N 5.30947 2.11957 -1.12085 -0.0058
C -0.09836 0.20212 -1.90589 -0.2140
S -0.64977 1.79706 -2.52748 0.7612
O -0.40222 1.86020 -3.92333 -0.2330
O -0.07281 2.86506 -1.80618 -0.2175
C -2.50870 1.78204 -2.34873 -0.5081
F -3.00641 0.58932 -2.66212 0.1504
F -2.98728 2.63479 -3.19843 0.2013
C -3.02263 2.16293 -0.93539 -0.6374
F -2.58923 3.30437 -0.51245 0.2156
F -2.79886 1.19944 -0.07163 0.2023
F -4.33634 2.25933 -1.03712 0.2052
C -0.03696 -0.01943 -0.34705 -0.0814
C 1.22901 -0.86190 -0.27032 -0.3122
P 1.33556 -2.18358 1.01934 0.7632
O 0.07907 -2.91588 1.23272 -0.4110
H 3.77718 -4.35925 -0.62443 0.0897
H 3.67964 -4.91340 -2.28443 0.0862
H 4.80730 -3.62128 -1.94395 0.0972
H 0.62336 -3.44425 -1.78234 0.0929
H 1.53964 -4.73585 -2.64926 0.0963
H 1.13932 -3.23271 -3.44349 0.0852
H 0.67526 -0.61712 -4.55212 0.1405
H 2.17835 -1.36535 -4.14317 0.1135
H 2.96874 0.47599 -5.20338 0.1180
H 1.61541 1.49403 -4.89053 0.0955
H 3.24631 2.53894 -3.68708 0.1174
H 2.69698 1.55740 -2.35500 0.0976
H 4.69904 0.11451 -2.61837 0.0876
H 5.03453 0.85165 -4.26849 0.1111
H 6.51649 2.00888 -2.83155 0.1088
H 5.14120 3.08828 -2.91794 0.1047
H 5.69709 1.26353 -0.73644 0.0614
H 4.32143 2.15801 -0.89460 0.0453
H -0.90532 -0.49600 -2.18761 0.1403
H -0.92970 -0.57222 -0.06059 0.1165
H -0.01601 0.89597 0.23767 0.1323
H 1.95205 -0.12666 0.13532 0.1375
H 2.45186 -3.00414 0.74257 0.0214
H 1.67721 -1.49672 2.20956 0.0387
C -2.44466 10.47321 2.18703 -0.1116
O -3.41954 9.98865 1.28036 -0.1925
C -2.87397 9.34120 0.13537 -0.2146
C -3.13197 7.84712 0.17790 -0.2127
N -2.33652 7.19815 1.21551 -0.0481
C -2.71815 5.81421 1.48596 -0.2004
C -4.12913 5.54460 2.01120 -0.2291
O -4.37029 6.02797 3.31780 -0.1756
C -4.73322 7.39680 3.40162 -0.0917
H -2.95611 11.10326 2.91365 0.0905
H -1.95555 9.65603 2.72715 0.0755
H -1.69040 11.07619 1.67459 0.0884
H -1.81064 9.56466 0.01251 0.1220
H -3.39982 9.75516 -0.73004 0.1221
H -2.87651 7.41350 -0.79400 0.1219
H -4.20701 7.70586 0.34487 0.1043
H -2.42184 7.72742 2.07280 0.0666
H -2.01296 5.43829 2.23308 0.1211
H -2.55990 5.22752 0.58196 0.0894
H -4.24266 4.45759 2.07702 0.1169
H -4.90860 5.88768 1.32059 0.1130
H -5.31103 7.72272 2.53374 0.0901
H -3.84892 8.02661 3.52374 0.0714
H -5.34747 7.52377 4.29308 0.0902
C 1.82213 0.11806 7.66763 -0.1146
O 3.17183 -0.24361 7.89740 -0.1941
C 3.32951 -1.49646 8.56073 -0.2093
C 3.90324 -2.54104 7.62362 -0.2099
N 2.93282 -2.93252 6.60508 -0.0503
C 3.49181 -3.73634 5.52203 -0.1995
C 4.57636 -3.11025 4.64486 -0.2221
O 4.12585 -2.03885 3.82551 -0.2132
C 4.07722 -0.77254 4.46748 -0.0993
H 1.81181 1.15584 7.33547 0.0891
H 1.36779 -0.49748 6.88339 0.0734
H 1.22848 0.04083 8.58189 0.0901
H 2.39496 -1.83213 9.01773 0.1238
H 4.04854 -1.32803 9.36710 0.1238
H 4.18990 -3.42230 8.20411 0.1260
H 4.81003 -2.11544 7.17577 0.1039
H 2.52135 -2.09898 6.20746 0.0634
H 2.65513 -4.00389 4.86951 0.1157
H 3.87510 -4.67161 5.94090 0.1206
H 4.91348 -3.88607 3.95165 0.1181
H 5.46152 -2.81157 5.21585 0.1133
H 4.86333 -0.66044 5.21579 0.0928
H 3.09798 -0.60439 4.92216 0.0689
H 4.21614 -0.00544 3.70343 0.0846
C -3.84740 -8.38802 -4.61453 -0.1107
O -4.46480 -7.20904 -5.10216 -0.1942
C -5.43794 -6.65813 -4.21830 -0.2095
C -4.94849 -5.35648 -3.61425 -0.2083
N -3.86482 -5.58644 -2.66190 -0.0458
C -3.17464 -4.37559 -2.23580 -0.1967
C -2.44142 -3.55468 -3.29813 -0.2208
O -1.30229 -4.19315 -3.85492 -0.2145
C -1.57752 -5.09985 -4.91728 -0.0766
H -3.27297 -8.82078 -5.43276 0.0903
H -3.15954 -8.17141 -3.79004 0.0746
H -4.59028 -9.11951 -4.28756 0.0907
H -5.73738 -7.37434 -3.44885 0.1248
H -6.31946 -6.44224 -4.82813 0.1243
H -5.77998 -4.86588 -3.10056 0.1259
H -4.62887 -4.71204 -4.44302 0.1035
H -3.18869 -6.21182 -3.07945 0.0668
H -2.43543 -4.68371 -1.49008 0.1200
H -3.88948 -3.72619 -1.72012 0.1212
H -2.05796 -2.65564 -2.79737 0.0989
H -3.10776 -3.19668 -4.09016 0.1145
H -2.43442 -4.78418 -5.51460 0.0940
H -1.73615 -6.10864 -4.53306 0.0749
H -0.69907 -5.13334 -5.56275 0.0895


117
Properties=species:S:1:pos:R:3:lowdin_charge:R:1 method="wB97M-V/def2-TZVPD" largest_force_ev_per_a=4.4 energy_ev=-332541.4991 total_charge=+2 gap_ha=0.3307
C 4.11680 -0.35561 2.85852 0.0301
C 3.85461 1.03010 2.61833 -0.4725
O 4.58702 1.90426 2.94190 0.1532
N 2.56121 1.44040 2.03722 -0.0361
H 2.63721 1.09022 1.00607 -0.0525
H 1.74113 0.92800 2.38511 -0.0600
C 2.30785 2.84722 1.88035 -0.0483
H 3.81172 -0.55272 3.81833 0.0839
H 5.19363 -0.38001 2.71091 0.1055
H 3.67828 -1.05646 2.10158 0.1106
H 2.16232 3.42274 2.76861 0.0949
H 1.34998 2.92719 1.27067 0.1230
H 3.16299 3.30168 1.45312 0.0833
C 3.61344 2.48610 -3.76381 -0.0484
C 2.52812 3.56107 -3.53989 -0.4256
O 1.37517 3.48800 -3.42938 0.1792
N 3.14419 4.90404 -3.32936 0.0062
H 2.54377 5.46363 -2.73886 0.1605
H 4.03674 4.74560 -2.80953 -0.0768
C 3.64473 5.91441 -4.34025 0.0066
H 4.24505 2.92939 -4.56556 0.0982
H 2.97159 1.67410 -4.09261 0.0808
H 4.13943 2.30130 -2.83742 -0.0188
H 3.39832 6.90229 -3.91879 0.1128
H 3.17259 5.64534 -5.31824 0.1203
H 4.70607 5.75385 -4.33727 0.0305
C 0.87294 -2.56650 -0.15622 -0.0175
C 0.24222 -1.79188 -1.28474 -0.4888
O 0.36491 -2.08284 -2.42613 0.0900
N -0.47978 -0.53973 -0.92895 -0.0021
H -1.43066 -0.85785 -0.72429 -0.0496
H -0.17301 -0.14458 -0.00734 -0.0385
C -0.54117 0.39860 -2.08584 -0.0437
H 0.39897 -3.52841 -0.10294 0.0815
H 0.61020 -2.10028 0.82345 -0.0022
H 1.96298 -2.70544 -0.37665 0.0970
H -1.59550 0.50682 -2.53552 0.1141
H 0.06256 -0.05547 -2.86320 0.0688
H -0.14532 1.40804 -1.85015 0.0853
C -6.48373 3.21235 3.35641 -0.0662
C -4.99115 2.73316 3.16451 -0.2127
C -4.79442 1.29127 2.67986 -0.1864
C -5.25131 0.30148 3.72720 -0.1172
N -4.83275 -1.14213 3.66905 -0.2224
C -5.95156 -2.02168 4.13625 -0.0794
C -6.79309 -2.28164 2.84598 -0.0954
C -5.99325 -1.61567 1.70678 -0.1592
C -4.55594 -1.51501 2.24370 -0.1338
C -3.62218 -1.28714 4.61718 -0.1223
C -2.80576 -2.54130 4.37933 -0.2310
C -1.71873 -2.62586 5.49423 -0.0751
H -7.14464 2.78447 2.68440 0.0454
H -6.55833 4.25380 3.34014 0.0490
H -6.80124 2.93412 4.38662 0.0854
H -4.36812 2.86729 4.05263 0.1067
H -4.48804 3.39688 2.41352 0.1197
H -3.74005 1.16478 2.52059 0.0977
H -5.23518 1.20460 1.72368 0.1057
H -6.32684 0.26227 3.67915 0.1314
H -5.02964 0.58400 4.69521 0.1126
H -5.58463 -2.94333 4.58817 0.1294
H -6.40816 -1.49061 4.92942 0.1210
H -6.87783 -3.37675 2.59848 0.1363
H -7.74218 -1.76888 2.91431 0.1103
H -5.93748 -2.15453 0.75954 0.0866
H -6.29590 -0.62879 1.53099 0.0798
H -4.27809 -2.57758 2.31858 0.1331
H -3.89447 -0.77630 1.81170 0.0957
H -3.89274 -1.18569 5.71449 0.1610
H -2.93118 -0.49219 4.43746 0.1089
H -2.30025 -2.50458 3.39029 0.1008
H -3.45563 -3.40996 4.41742 0.1027
H -2.21289 -2.44674 6.44653 0.0735
H -0.97165 -1.84947 5.49689 0.0660
H -1.18180 -3.53999 5.47649 0.0646
C 8.47348 3.93162 1.71863 -0.0424
C 9.26620 3.28977 0.57790 -0.1596
N 8.49126 2.24439 -0.07376 -0.0124
C 7.47241 1.36754 0.30996 -0.0096
C 6.89052 0.83344 -0.78443 -0.0218
N 7.58042 1.39264 -1.84004 -0.0960
C 8.45460 2.22470 -1.39175 -0.1552
C 7.28757 1.29650 -3.29856 -0.0113
H 7.56050 4.30814 1.30720 0.0711
H 9.05670 4.70147 2.22347 0.0901
H 8.30443 3.10683 2.41732 0.0779
H 10.17143 2.84002 0.93345 0.1226
H 9.53905 4.00204 -0.17722 0.1200
H 7.13689 1.28266 1.34114 0.1234
H 5.99077 0.17500 -0.92638 0.0847
H 8.96007 2.91060 -2.02104 0.1521
H 8.21217 1.13251 -3.84301 0.0958
H 6.77972 2.24235 -3.60649 0.0043
H 6.63617 0.46780 -3.57169 0.0966
C -5.78241 -5.16948 -2.75527 -0.0765
C -5.81923 -4.20256 -3.90186 -0.1300
N -4.40459 -4.22630 -4.54649 -0.0408
C -4.19208 -4.26737 -5.90130 0.0065
C -2.82276 -4.38293 -6.01952 -0.0107
N -2.31610 -4.31519 -4.74054 -0.0785
C -3.27087 -4.23191 -3.82190 -0.0551
C -0.83021 -4.44633 -4.51895 0.0474
H -5.55449 -6.16470 -3.13196 0.0939
H -6.79173 -5.16256 -2.36768 0.0847
H -5.06980 -4.80655 -1.99616 0.0607
H -5.99486 -3.11641 -3.65716 0.1410
H -6.53479 -4.46940 -4.63591 0.1031
H -5.03810 -4.19987 -6.59664 0.1455
H -2.15215 -4.44548 -6.88565 0.1407
H -3.15759 -4.25338 -2.80330 0.0507
H -0.65388 -5.46598 -4.10760 0.1130
H -0.29641 -3.70123 -3.88147 0.0857
H -0.44018 -4.44025 -5.50676 0.0698
Br 6.10668 4.34947 -2.27834 -0.0149
Br 3.07589 0.32656 -0.99183 -0.0251
Br -3.45169 -1.97136 -1.14383 -0.1739
Br -0.25551 -0.05807 2.23701 -0.0252